[1]
{
  "formula": "C6H7Cl",
  "method": "ωB97M-V/def2-TZVPD",
  "elements": ["C", "C", "C", "C", "C", "C", "Cl", "H", "H", "H", "H", "H", "H", "H"],
  "xyz": [[-0.37, 1.09, 1.45], [0.63, 0.22, 1.63], [-0.30, 0.94, -0.06], [-0.73, 1.64, -1.08], [0.86, -0.10, 0.23], [0.70, -1.47, -0.34], [2.49, 0.53, -0.23], [-1.11, 1.60, 2.07], [1.31, -0.08, 2.51], [-0.37, 1.29, -2.02], [-1.46, 2.45, -0.88], [-0.29, -1.73, -0.10], [1.49, -2.11, 0.17], [0.89, -1.59, -1.43]],
  "lowdin_charge": [0.0086, -0.1207, -0.2867, 0.0549, -0.8354, -0.1005, 0.6244, 0.1070, 0.1451, 0.0550, 0.0855, 0.0652, 0.1042, 0.0936],
  "homo_ha": -0.3365,
  "lumo_ev": 0.983,
  "molar_mass_da": 114.57,
  "smiles": "C=C1C=C[C@]1(C)Cl"
}

[2]
{
  "formula": "C4H16N2O3",
  "method": "ωB97M-V/def2-TZVPD",
  "elements": ["C", "N", "C", "O", "C", "N", "C", "H", "H", "H", "H", "H", "H", "H", "H", "H", "H", "H", "H", "H", "H", "O", "H", "H", "O"],
  "xyz": [[-0.20, 0.08, 1.41], [-0.95, -0.10, 0.20], [-2.08, -1.07, 0.23], [-3.34, -0.38, 0.30], [1.20, -0.95, 1.65], [2.30, -0.17, 1.19], [2.30, -0.12, -0.34], [-0.89, 0.02, 2.30], [0.17, 1.11, 1.25], [-1.11, 0.66, -0.31], [-2.24, -1.64, -0.79], [-2.15, -1.55, 1.23], [-3.49, 0.37, -0.41], [1.41, -1.06, 2.80], [0.89, -1.78, 1.08], [2.36, 0.79, 1.66], [3.35, 0.04, -0.61], [1.70, 0.66, -0.85], [2.14, -1.18, -0.63], [0.62, -0.24, -1.86], [-0.26, -0.79, -2.89], [0.55, -0.28, -2.72], [-1.08, 2.68, -2.07], [-0.16, 2.40, -0.71], [-1.06, 2.50, -1.10]],
  "lowdin_charge": [-0.1729, -0.0688, -0.2417, -0.1421, -0.1949, -0.1703, -0.1100, 0.1057, 0.0945, -0.0189, 0.1379, 0.1260, 0.1401, 0.1313, 0.0703, 0.1273, 0.0758, 0.0598, 0.0919, -0.1422, 0.0668, -0.0121, 0.0811, 0.0459, -0.0804],
  "homo_ha": -0.2902,
  "lumo_ev": 0.425,
  "molar_mass_da": 140.18,
  "smiles": "CNCCNCO.O.O"
}

[3]
{
  "formula": "C3H4F2O",
  "method": "ωB97M-V/def2-TZVPD",
  "elements": ["C", "C", "C", "O", "F", "F", "H", "H", "H", "H"],
  "xyz": [[0.30, 0.86, 0.39], [1.27, 0.07, -0.41], [-0.81, -0.11, 0.32], [-1.70, -0.08, -0.67], [1.94, -0.95, 0.23], [-0.75, -1.28, 1.03], [0.62, 1.10, 1.43], [-0.10, 1.82, -0.15], [0.92, -0.32, -1.33], [-1.68, -1.10, -0.83]],
  "lowdin_charge": [-0.1506, -0.1183, -0.3936, 0.0822, -0.0403, 0.0644, 0.1301, 0.1616, 0.0872, 0.1772],
  "homo_ha": [-0.2927, -0.2705],
  "lumo_ev": [0.500, 0.487],
  "molar_mass_da": 94.06
}

[4]
{
  "formula": "C36H89N7O2",
  "method": "ωB97M-V/def2-TZVPD",
  "elements": ["C", "C", "N", "C", "C", "C", "C", "H", "H", "H", "H", "H", "H", "H", "H", "H", "H", "H", "H", "H", "H", "H", "C", "C", "N", "C", "C", "C", "C", "H", "H", "H", "H", "H", "H", "H", "H", "H", "H", "H", "H", "H", "H", "H", "C", "C", "N", "C", "C", "C", "C", "H", "H", "H", "H", "H", "H", "H", "H", "H", "H", "H", "H", "H", "H", "H", "C", "C", "N", "C", "C", "C", "C", "H", "H", "H", "H", "H", "H", "H", "H", "H", "H", "H", "H", "H", "H", "H", "C", "C", "N", "C", "C", "C", "C", "H", "H", "H", "H", "H", "H", "H", "H", "H", "H", "H", "H", "H", "H", "H", "C", "C", "O", "N", "C", "H", "H", "H", "H", "H", "H", "H", "C", "C", "O", "N", "C", "H", "H", "H", "H", "H", "H", "H"],
  "xyz": [[-1.88, -5.43, 0.69], [-1.39, -6.40, -0.35], [0.02, -6.73, -0.22], [0.38, -7.76, -1.19], [1.83, -8.22, -1.12], [0.87, -5.56, -0.26], [0.72, -4.63, -1.46], [-1.46, -4.43, 0.55], [-1.60, -5.77, 1.69], [-2.96, -5.34, 0.65], [-1.95, -7.33, -0.23], [-1.61, -6.03, -1.37], [-0.29, -8.61, -0.99], [0.12, -7.48, -2.23], [2.06, -8.57, -0.11], [2.00, -9.05, -1.80], [2.51, -7.42, -1.40], [1.92, -5.83, -0.17], [0.72, -4.98, 0.66], [-0.05, -3.86, -1.38], [0.56, -5.16, -2.40], [1.67, -4.10, -1.62], [5.48, 6.66, 3.43], [4.03, 6.43, 3.81], [3.70, 5.03, 4.05], [2.35, 4.89, 4.61], [2.30, 5.20, 6.09], [3.91, 4.15, 2.91], [3.10, 4.43, 1.66], [5.66, 7.68, 3.10], [5.82, 6.00, 2.62], [6.14, 6.48, 4.28], [3.85, 6.98, 4.74], [3.37, 6.89, 3.05], [1.62, 5.53, 4.08], [2.04, 3.86, 4.46], [1.26, 5.30, 6.42], [2.79, 4.42, 6.67], [2.80, 6.13, 6.37], [3.69, 3.14, 3.26], [4.97, 4.10, 2.65], [3.37, 3.71, 0.89], [3.35, 5.40, 1.22], [2.02, 4.45, 1.81], [-1.29, 3.78, -2.78], [-2.37, 2.77, -2.44], [-3.65, 3.39, -2.09], [-4.61, 2.42, -1.61], [-5.07, 1.35, -2.61], [-4.15, 4.30, -3.13], [-5.41, 5.01, -2.68], [-0.30, 3.33, -2.69], [-1.36, 4.65, -2.13], [-1.38, 4.14, -3.81], [-2.50, 2.07, -3.29], [-2.04, 2.18, -1.58], [-4.13, 1.91, -0.77], [-5.50, 2.92, -1.24], [-4.25, 0.74, -2.98], [-5.81, 0.69, -2.14], [-5.56, 1.80, -3.47], [-4.31, 3.75, -4.07], [-3.39, 5.07, -3.25], [-5.27, 5.39, -1.67], [-6.31, 4.40, -2.72], [-5.60, 5.86, -3.35], [2.18, -2.08, -8.08], [2.64, -3.11, -7.06], [2.96, -2.60, -5.72], [4.15, -1.76, -5.68], [5.40, -2.46, -6.20], [1.82, -1.95, -5.10], [2.01, -1.57, -3.64], [1.22, -1.65, -7.80], [2.11, -2.51, -9.08], [2.92, -1.28, -8.14], [1.89, -3.89, -6.90], [3.54, -3.60, -7.43], [4.01, -0.80, -6.20], [4.35, -1.50, -4.64], [5.42, -3.49, -5.85], [5.43, -2.52, -7.29], [6.28, -1.92, -5.87], [0.98, -2.66, -5.15], [1.44, -1.08, -5.66], [1.06, -1.25, -3.21], [2.73, -0.76, -3.52], [2.39, -2.41, -3.07], [-4.14, -0.98, 1.67], [-3.27, -0.21, 2.66], [-3.85, 1.04, 3.12], [-5.15, 0.91, 3.79], [-5.14, -0.11, 4.91], [-3.93, 2.08, 2.12], [-2.64, 2.43, 1.39], [-4.95, -1.49, 2.20], [-3.60, -1.72, 1.08], [-4.58, -0.30, 0.94], [-3.02, -0.83, 3.52], [-2.29, -0.01, 2.21], [-5.36, 1.90, 4.20], [-5.95, 0.67, 3.07], [-6.11, -0.14, 5.41], [-4.94, -1.11, 4.51], [-4.35, 0.10, 5.63], [-4.28, 2.99, 2.62], [-4.70, 1.86, 1.36], [-2.80, 3.34, 0.82], [-2.34, 1.67, 0.66], [-1.81, 2.59, 2.09], [1.01, 1.89, 0.65], [0.50, 0.54, 0.20], [0.11, 0.32, -0.95], [0.44, -0.38, 1.18], [-0.18, -1.65, 0.97], [1.04, 1.99, 1.73], [0.32, 2.65, 0.27], [1.96, 2.15, 0.19], [0.84, -0.13, 2.07], [0.41, -2.38, 0.39], [-1.11, -1.55, 0.41], [-0.40, -2.14, 1.92], [3.54, -2.00, 3.49], [2.31, -1.22, 3.91], [2.16, -0.04, 3.62], [1.34, -1.93, 4.54], [0.09, -1.32, 4.94], [3.49, -2.15, 2.42], [3.60, -2.95, 4.02], [4.42, -1.40, 3.71], [1.55, -2.82, 4.94], [-0.69, -2.06, 5.05], [-0.22, -0.60, 4.19], [0.20, -0.74, 5.86]],
  "lowdin_charge": [-0.0885, -0.2747, -0.1914, -0.2785, -0.0905, -0.2642, -0.0839, 0.0462, 0.0819, 0.0748, 0.1151, 0.1171, 0.1130, 0.1129, 0.0795, 0.0724, 0.0626, 0.0985, 0.1000, 0.0613, 0.0737, 0.0611, -0.0864, -0.2714, -0.1874, -0.2716, -0.0927, -0.2558, -0.0927, 0.0713, 0.0578, 0.0761, 0.1021, 0.1120, 0.1145, 0.1119, 0.0716, 0.0732, 0.0601, 0.1113, 0.1013, 0.0628, 0.0719, 0.0664, -0.0907, -0.2589, -0.1936, -0.2598, -0.0771, -0.2657, -0.0997, 0.0679, 0.0770, 0.0668, 0.1136, 0.0915, 0.0760, 0.1034, 0.0633, 0.0699, 0.0665, 0.1191, 0.1024, 0.0823, 0.0662, 0.0724, -0.0875, -0.2535, -0.1916, -0.2725, -0.0973, -0.2799, -0.0879, 0.0626, 0.0711, 0.0684, 0.1122, 0.0955, 0.1163, 0.0990, 0.0807, 0.0643, 0.0706, 0.1178, 0.1112, 0.0673, 0.0644, 0.0629, -0.0640, -0.2593, -0.1893, -0.2659, -0.0914, -0.2748, -0.0893, 0.0665, 0.0616, 0.0669, 0.0979, 0.0868, 0.1134, 0.1163, 0.0728, 0.0574, 0.0784, 0.1172, 0.0984, 0.0776, 0.0530, 0.0798, -0.0027, -0.5480, 0.0281, 0.0270, -0.0852, 0.0738, 0.0826, 0.0728, 0.0764, 0.0688, 0.0803, 0.0791, 0.0121, -0.5468, 0.0146, 0.0097, -0.0716, 0.0883, 0.0744, 0.0861, 0.1313, 0.0845, 0.0707, 0.0920],
  "homo_ha": -0.2940,
  "lumo_ev": 0.403,
  "molar_mass_da": 652.15,
  "smiles": "CCN(CC)CC.CCN(CC)CC.CCN(CC)CC.CCN(CC)CC.CCN(CC)CC.CNC(C)=O.CNC(C)=O"
}

[5]
{
  "formula": "C6H11N3OS2",
  "method": "ωB97M-V/def2-TZVPD",
  "elements": ["C", "C", "C", "C", "C", "C", "H", "H", "H", "H", "H", "H", "H", "H", "H", "H", "H", "N", "N", "N", "O", "S", "S"],
  "xyz": [[-1.31, -2.00, -2.43], [-1.68, -2.20, 0.16], [0.03, -0.74, -0.89], [0.47, -0.26, 0.57], [1.63, 0.59, 0.59], [-0.66, 1.83, 0.56], [-0.77, -3.04, -2.58], [-2.37, -2.38, -2.31], [-1.45, -1.27, -3.25], [-1.58, -3.32, 0.18], [-2.83, -1.96, 0.15], [-1.22, -1.82, 1.15], [0.64, -1.02, 1.39], [2.10, 0.65, 1.61], [2.21, 0.07, -0.13], [-1.08, 2.59, 1.15], [-1.21, 1.87, -0.40], [-1.11, -1.40, -1.14], [-0.61, 0.60, 1.17], [-0.66, 0.86, 2.57], [-0.64, -0.13, 3.21], [1.25, -0.52, -2.05], [1.15, 2.21, 0.04]],
  "lowdin_charge": [-0.1562, 0.0127, -0.6580, -0.3841, -0.5778, -0.4034, 0.1335, 0.0851, 0.0912, 0.0859, 0.1089, 0.0693, 0.1511, 0.1097, -0.0104, 0.0621, 0.0898, -0.2052, -0.1752, 0.0020, 0.0089, 0.7184, 0.8418],
  "homo_ha": -0.3034,
  "lumo_ev": -0.021,
  "molar_mass_da": 205.31,
  "smiles": "CN(C)C(=S)[C@H]1CSCN1N=O"
}

[6]
{
  "formula": "C3H10O3S",
  "method": "ωB97M-V/def2-TZVPD",
  "elements": ["O", "C", "C", "C", "S", "H", "H", "H", "H", "H", "H", "H", "H", "O", "H", "H", "O"],
  "xyz": [[-2.79, -0.21, -0.88], [-1.97, -0.12, -0.02], [-0.50, -0.59, -0.09], [0.43, 0.35, 0.67], [2.23, 0.39, 0.24], [-2.18, 0.09, 1.05], [-0.50, -1.57, 0.40], [-0.09, -0.75, -1.08], [0.48, 0.13, 1.73], [0.16, 1.38, 0.54], [2.14, 0.26, -1.09], [-2.62, 2.57, -0.49], [-1.38, 3.43, -0.46], [-1.79, 2.67, -0.03], [2.25, -3.62, -0.55], [2.32, -2.26, 0.13], [1.74, -3.02, -0.01]],
  "lowdin_charge": [0.0609, -0.2955, -0.2037, -0.5402, 0.7018, 0.1278, 0.1109, 0.1055, 0.0686, 0.0275, -0.1423, 0.0376, 0.0595, -0.0456, 0.0339, -0.0298, -0.0768],
  "homo_ha": -0.3439,
  "lumo_ev": 0.603,
  "molar_mass_da": 126.18,
  "smiles": "O=CCCS.O.O"
}